{
  "formula": "C5H62O34S",
  "method": "ωB97M-V with the def2-TZVPD basis set",
  "elements": ["O", "C", "O", "C", "C", "O", "S", "O", "O", "C", "C", "O", "O", "H", "H", "H", "H", "H", "H", "H", "H", "O", "H", "H", "O", "H", "H", "O", "H", "H", "O", "H", "H", "O", "H", "H", "O", "H", "H", "O", "H", "H", "O", "H", "H", "O", "H", "H", "O", "H", "H", "O", "H", "H", "O", "H", "H", "O", "H", "H", "O", "H", "H", "O", "H", "H", "O", "H", "H", "O", "H", "H", "O", "H", "H", "O", "H", "H", "O", "H", "H", "O", "H", "H", "O", "H", "H", "O", "H", "H", "O", "H", "H", "O", "H", "H", "O", "H", "H", "O", "H", "H"],
  "coordinates": [[-2.80020, -0.54699, -2.38988], [-2.13267, -1.71932, -2.57821], [-0.75876, -1.60205, -3.09026], [0.23375, -2.19331, -2.18003], [0.09295, -1.74857, -0.60875], [1.42852, -1.33821, -0.06057], [1.35136, -1.14940, 1.63466], [-0.12930, -1.29975, 2.16116], [1.77798, 0.44804, 2.12384], [1.46771, 1.43157, 1.07520], [-0.13815, 1.66185, 0.79750], [-0.49583, 1.84645, -0.50125], [-1.17291, 1.72219, 1.86956], [-2.71500, -2.70942, -2.35439], [0.22739, -3.38378, -2.23957], [1.30522, -1.85665, -2.57996], [-0.61240, -0.82468, -0.41700], [-0.26866, -2.72254, -0.02102], [1.88519, 2.47980, 1.46202], [2.03806, 1.21334, 0.07018], [-2.04886, 1.80998, 1.38096], [-4.86672, -1.54211, 0.09658], [-4.28145, -1.00279, -0.45619], [-5.71503, -1.52177, -0.37132], [-2.63239, -3.06890, 1.17246], [-2.13283, -2.66798, 1.89955], [-3.48926, -2.61724, 1.20009], [-1.03027, 4.88533, -1.12318], [-1.21918, 3.93820, -1.04437], [-0.87237, 5.01456, -2.07046], [2.55232, -0.81071, -4.20110], [2.01779, -0.63911, -4.99091], [3.42848, -0.46731, -4.43220], [0.64304, 4.81455, 2.19564], [-0.09108, 4.82109, 2.82807], [0.20810, 4.74225, 1.33275], [-2.27442, -5.04838, -3.05468], [-2.80040, -5.47312, -2.36049], [-2.12711, -5.75438, -3.70186], [0.61822, -2.43298, 5.04369], [0.46085, -1.85332, 4.28330], [-0.16453, -2.30628, 5.60066], [3.12594, -4.07597, -4.12990], [2.83421, -3.15815, -4.23698], [4.00995, -4.08847, -4.52658], [-4.43127, -4.84842, -1.00584], [-3.93171, -4.44750, -0.27875], [-5.28814, -4.39676, -0.97820], [3.58388, -1.59401, 5.90126], [4.04188, -2.31415, 5.44235], [2.64623, -1.76217, 5.72372], [1.72280, -1.19959, 7.95888], [1.43107, -0.28178, 7.85179], [2.60681, -1.21209, 7.56219], [-5.77879, -1.12092, -3.00416], [-6.31331, -0.94932, -3.79397], [-4.90263, -0.77752, -3.23526], [0.46595, 2.55643, 4.34658], [-0.00271, 2.15884, 5.09573], [-0.09866, 2.35708, 3.58470], [2.26649, 1.33074, -6.21271], [2.90363, 2.06055, -6.23236], [1.40436, 1.77290, -6.19845], [-7.23947, -4.12775, -2.97839], [-6.60233, -3.39794, -2.99803], [-8.10160, -3.68559, -2.96412], [-0.63501, 6.11284, 4.91313], [-0.35101, 7.01719, 4.71201], [0.12135, 5.56634, 4.65192], [-1.04588, -3.61395, -5.75996], [-1.51455, -4.01155, -5.01081], [-1.61050, -3.81330, -6.52184], [3.34077, -2.33828, 10.35036], [2.80624, -2.16668, 9.56055], [4.21693, -1.99488, 10.11926], [-0.81783, -0.62437, -6.62964], [-0.71532, -1.31236, -5.95502], [-1.66258, -0.20404, -6.40893], [1.25031, 3.74987, -5.12627], [1.74987, 4.15080, -4.39918], [0.39344, 4.20153, -5.09863], [1.26558, -4.23457, 8.43721], [1.54958, -3.33022, 8.23608], [2.02195, -4.78107, 8.17600], [-2.70612, 6.57004, -2.79344], [-3.39330, 6.37080, -2.13995], [-1.90345, 6.68239, -2.26233], [3.79542, 4.34166, -6.20139], [4.43256, 5.07147, -6.22104], [2.93329, 4.78382, -6.18712], [2.47210, -5.30959, 6.05319], [1.75412, -4.87284, 5.57079], [2.70193, -6.06768, 5.49509], [1.38888, 7.99404, 1.89968], [1.19996, 7.04690, 1.97850], [1.54678, 8.12326, 0.95240], [3.68903, 0.86446, -1.86328], [4.51353, 0.99584, -2.35510], [3.39508, -0.01928, -2.13083], [3.28873, 4.59685, 0.03177], [2.55461, 4.60340, 0.66421], [2.85378, 4.52456, -0.83111]],
  "total_energy_ev": -86636.6767,
  "mol_weight_da": 698.58,
  "homo_ev": -10.3,
  "lumo_energy_ha": -0.024
}